{"formula": "C5H9NO2", "method": "the ωB97M-V functional and the def2-TZVPD basis", "species": ["C", "C", "C", "C", "C", "H", "H", "H", "H", "H", "H", "H", "H", "H", "N", "O", "O"], "xyz": [[-1.964, 0.114, 0.651], [-0.893, -0.747, 0.076], [-1.231, -1.457, -0.951], [0.533, -0.883, 0.797], [1.527, 0.104, -0.004], [-0.990, 2.207, 1.033], [-2.544, 1.645, -1.019], [-3.231, 0.048, 0.449], [-1.993, 0.297, 1.777], [-0.422, -1.721, -1.803], [-2.298, -1.189, -1.173], [1.096, -1.847, 0.867], [0.644, -0.756, 2.015], [0.116, 1.290, -0.753], [-1.380, 1.280, -0.127], [1.164, 1.252, -0.464], [2.768, -0.217, -0.025]], "de_lowest_kj_mol": 862.0, "max_force_ha_per_bohr": 0.121, "homo_lumo_gap_ev": 8.26, "e_lumo_ev": -1.05}


{"formula": "C5H9NO2", "method": "the ωB97M-V functional and the def2-TZVPD basis", "species": ["C", "C", "C", "C", "C", "N", "O", "O", "H", "H", "H", "H", "H", "H", "H", "H", "H"], "xyz": [[-1.654, 0.124, -0.001], [-0.623, 0.411, -1.120], [1.345, 0.548, 0.150], [-1.561, -1.257, 0.664], [2.835, 0.109, 0.215], [-2.644, 0.895, 0.281], [0.675, -0.055, -0.815], [0.957, 1.311, 1.015], [-0.906, -0.303, -2.033], [-0.557, 1.388, -1.440], [-2.317, -1.439, 1.425], [-0.812, -1.263, 1.505], [-1.348, -2.125, 0.077], [2.619, -0.975, 0.016], [3.369, 0.565, 1.079], [3.230, 0.333, -0.742], [-2.608, 1.733, -0.276]], "de_lowest_kj_mol": 185.3, "max_force_ha_per_bohr": 0.089, "homo_lumo_gap_ev": 10.76, "e_lumo_ev": 0.67, "smiles": "[H]/N=C(/C)COC(C)=O"}


{"formula": "C5H9NO2", "method": "the ωB97M-V functional and the def2-TZVPD basis", "species": ["C", "C", "C", "C", "C", "H", "H", "H", "H", "H", "H", "H", "H", "H", "N", "O", "O"], "xyz": [[1.645, -1.305, 1.580], [0.197, -0.083, 0.292], [0.909, -0.598, -0.826], [-0.833, 0.783, 0.506], [-2.064, 1.045, -0.383], [2.296, -1.218, 0.855], [2.342, -1.320, 2.423], [1.071, -2.303, 1.745], [1.991, -0.371, -0.869], [0.660, -1.743, -0.942], [0.366, -0.111, -1.830], [-0.860, 0.876, 1.518], [-2.676, 2.130, -1.973], [-0.967, 1.931, -1.889], [-1.770, 1.230, -1.761], [0.823, -0.164, 1.502], [-3.130, 1.222, 0.051]], "de_lowest_kj_mol": 426.2, "max_force_ha_per_bohr": 0.124, "homo_lumo_gap_ev": 9.50, "e_lumo_ev": 0.64}


{"formula": "C5H9NO2", "method": "the ωB97M-V functional and the def2-TZVPD basis", "species": ["C", "N", "C", "C", "C", "C", "O", "O", "H", "H", "H", "H", "H", "H", "H", "H", "H"], "xyz": [[-0.890, 1.302, 0.702], [-0.010, 0.689, -0.285], [1.202, 0.034, 0.094], [-0.551, -1.412, -0.236], [2.423, 0.537, -0.106], [-1.562, -1.972, 0.426], [0.862, -1.213, 0.452], [-0.217, 1.242, -1.558], [0.554, 0.972, -2.085], [-0.402, -1.512, -1.302], [-1.920, 1.036, 0.460], [-0.653, 0.931, 1.699], [-0.777, 2.387, 0.666], [3.298, -0.057, 0.115], [2.545, 1.558, -0.441], [-1.649, -1.907, 1.503], [-2.253, -2.617, -0.103]], "de_lowest_kj_mol": 532.4, "max_force_ha_per_bohr": 0.055, "homo_lumo_gap_ev": 8.97, "e_lumo_ev": 0.84, "smiles": "C=COC(=C)N(C)O"}


{"formula": "C5H9NO2", "method": "the ωB97M-V functional and the def2-TZVPD basis", "species": ["C", "C", "C", "C", "C", "N", "O", "O", "H", "H", "H", "H", "H", "H", "H", "H", "H"], "xyz": [[-0.573, -0.160, 0.249], [-0.142, 0.788, -0.861], [0.271, -1.377, 0.512], [-1.065, -1.519, -0.172], [0.928, 1.686, -0.413], [-1.204, 0.544, 1.335], [2.156, 0.721, -0.908], [1.111, 2.819, -0.181], [2.998, 1.133, -1.149], [-2.030, 0.076, 1.691], [-0.573, 0.662, 2.121], [0.534, 0.204, -1.606], [-0.971, 1.385, -1.242], [0.360, -1.716, 1.536], [1.156, -1.534, -0.087], [-1.079, -1.764, -1.223], [-1.877, -1.949, 0.397]], "de_lowest_kj_mol": 232.5, "max_force_ha_per_bohr": 0.086, "homo_lumo_gap_ev": 10.26, "e_lumo_ev": 0.75, "smiles": "NC1(CC(=O)O)CC1"}


{"formula": "C5H9NO2", "method": "the ωB97M-V functional and the def2-TZVPD basis", "species": ["C", "C", "C", "C", "C", "H", "H", "H", "H", "H", "H", "H", "H", "H", "N", "O", "O"], "xyz": [[0.337, -0.975, -0.018], [-0.927, -0.787, 0.993], [0.038, 1.175, 0.465], [0.072, 1.845, -0.941], [0.035, 0.329, -0.767], [1.968, -0.363, 1.144], [1.886, -2.055, 0.492], [0.022, -1.873, -0.549], [-0.698, -1.573, 2.015], [-1.944, -1.096, 0.580], [0.996, 1.305, 1.116], [1.024, 2.421, -1.022], [-0.962, 2.307, -1.367], [-1.241, -0.318, -2.207], [1.694, -1.052, 0.337], [-0.903, 0.630, 1.098], [-1.398, 0.079, -1.370]], "de_lowest_kj_mol": 747.5, "max_force_ha_per_bohr": 0.180, "homo_lumo_gap_ev": 9.18, "e_lumo_ev": 0.96, "smiles": "N[C@H]1CO[C@@H]2C[C@@]12O"}